# 1
The following is a DFT calculation (wB97M-V/def2-TZVPD) of a structure of composition C34H92AsCsN7O2SeSi8Te.

Results
Energy above the lowest of the compared OMol25 structures with the same formula, charge and spin ... 12.0 kcal per mole
Charge ... -1
Frontier orbital gap ... 5.37 eV

Each line ends with the Löwdin charge.
Atoms and positions in Å:
Cs1 0.610 0.300 -0.171  0.303
C1 0.049 4.072 2.993  -0.107
O1 -1.105 4.158 2.188  -0.196
C2 -0.855 4.949 1.047  -0.208
C3 -2.046 4.872 0.124  -0.185
O2 -2.070 3.708 -0.686  -0.211
C4 -1.196 3.814 -1.795  -0.097
H1 0.371 5.067 3.330  0.096
H2 0.872 3.612 2.438  0.070
H3 -0.197 3.452 3.850  0.049
H4 0.045 4.588 0.540  0.089
H5 -0.667 5.991 1.346  0.135
H6 -2.079 5.763 -0.516  0.124
H7 -2.957 4.847 0.725  0.127
H8 -1.475 4.670 -2.422  0.098
H9 -1.292 2.907 -2.385  0.056
H10 -0.149 3.921 -1.493  0.073
C5 3.536 -6.013 1.083  -0.061
N1 3.677 -4.602 1.405  -0.165
C6 3.895 -4.329 2.807  -0.076
C7 2.981 -3.655 0.674  -0.459
N2 2.446 -2.595 1.133  0.166
N3 2.984 -3.917 -0.706  0.085
C8 1.825 -3.789 -1.476  -0.582
N4 2.080 -3.312 -2.753  0.118
N5 0.719 -4.187 -0.998  0.135
H11 4.480 -6.531 1.262  0.081
H12 3.256 -6.124 0.040  0.079
H13 2.758 -6.479 1.698  0.089
H14 4.596 -5.063 3.203  0.087
H15 2.970 -4.389 3.399  0.086
H16 4.325 -3.335 2.936  0.080
H17 2.437 -2.613 2.147  -0.014
H18 3.872 -3.856 -1.176  0.140
H19 2.769 -2.573 -2.786  0.079
H20 1.227 -3.041 -3.238  -0.043
H21 -0.041 -3.976 -1.643  -0.047
C9 -4.746 -1.089 -6.046  -0.225
Si1 -3.124 -1.915 -6.546  0.314
C10 -3.248 -3.739 -6.110  -0.231
C11 -2.971 -1.775 -8.425  -0.225
Si2 -1.316 -0.946 -5.424  -0.074
Te1 -1.246 -1.790 -3.107  0.308
Si3 -1.575 1.373 -5.410  0.323
C12 -3.045 1.829 -4.323  -0.215
C13 -1.894 2.059 -7.141  -0.216
C14 -0.038 2.214 -4.722  -0.220
Si4 0.675 -1.545 -6.488  0.316
C15 0.814 -0.919 -8.265  -0.216
C16 0.816 -3.422 -6.521  -0.219
C17 2.136 -0.851 -5.522  -0.215
H22 -5.595 -1.718 -6.326  0.024
H23 -4.868 -0.121 -6.537  0.019
H24 -4.788 -0.929 -4.967  0.015
H25 -4.108 -4.198 -6.607  0.025
H26 -3.355 -3.862 -5.032  0.009
H27 -2.349 -4.280 -6.410  0.014
H28 -3.899 -2.098 -8.905  0.024
H29 -2.165 -2.412 -8.797  0.014
H30 -2.762 -0.752 -8.744  0.014
H31 -3.979 1.453 -4.743  0.015
H32 -3.131 2.913 -4.214  0.031
H33 -2.922 1.389 -3.331  -0.005
H34 -2.765 1.586 -7.599  0.012
H35 -1.039 1.891 -7.799  0.013
H36 -2.079 3.136 -7.100  0.025
H37 0.263 1.776 -3.768  0.021
H38 -0.209 3.283 -4.567  0.029
H39 0.806 2.112 -5.407  0.021
H40 0.040 -1.347 -8.904  0.009
H41 1.787 -1.191 -8.683  0.025
H42 0.722 0.167 -8.313  0.013
H43 0.003 -3.865 -7.100  0.013
H44 0.765 -3.832 -5.512  0.013
H45 1.762 -3.733 -6.972  0.027
H46 2.233 0.227 -5.661  0.016
H47 3.071 -1.319 -5.843  0.031
H48 2.004 -1.031 -4.454  -0.004
C18 -0.132 0.418 8.519  -0.214
Si5 -0.514 1.396 6.956  0.229
C19 -2.370 1.660 6.869  -0.222
C20 0.324 3.074 7.078  -0.223
As1 0.129 0.393 4.938  0.812
Si6 2.471 0.487 5.145  0.239
C21 3.207 -0.832 4.039  -0.221
C22 3.030 2.161 4.520  -0.213
C23 3.133 0.237 6.888  -0.215
Si7 -0.328 -1.887 5.321  0.245
C24 0.818 -2.691 6.582  -0.219
C25 -2.080 -2.014 5.977  -0.248
C26 -0.115 -2.767 3.675  -0.216
H49 -0.175 1.082 9.387  0.030
H50 0.855 -0.039 8.495  -0.002
H51 -0.870 -0.373 8.668  0.020
H52 -2.695 2.356 7.646  0.028
H53 -2.908 0.721 7.008  0.017
H54 -2.662 2.069 5.900  0.022
H55 -0.113 3.641 7.904  0.030
H56 0.187 3.654 6.163  0.012
H57 1.396 2.987 7.262  0.014
H58 2.746 -0.810 3.051  0.012
H59 3.077 -1.830 4.463  0.012
H60 4.276 -0.654 3.901  0.044
H61 2.780 2.278 3.465  0.015
H62 4.114 2.263 4.614  0.036
H63 2.564 2.980 5.070  0.015
H64 2.886 -0.754 7.272  0.011
H65 2.746 0.978 7.588  0.011
H66 4.222 0.332 6.873  0.032
H67 0.752 -2.213 7.559  0.010
H68 1.859 -2.659 6.255  0.005
H69 0.541 -3.743 6.699  0.032
H70 -2.105 -1.881 7.061  0.019
H71 -2.492 -3.000 5.747  0.034
H72 -2.731 -1.274 5.513  -0.036
H73 0.515 -3.654 3.775  0.021
H74 0.339 -2.117 2.924  0.000
H75 -1.084 -3.073 3.278  0.004
C27 -4.164 -2.511 -0.310  -0.042
N6 -4.001 -1.095 -0.044  -0.122
C28 -3.982 -0.118 -1.019  -0.082
C29 -3.781 1.060 -0.397  -0.045
N7 -3.682 0.788 0.956  -0.121
C30 -3.435 1.789 1.976  -0.029
C31 -3.815 -0.539 1.175  -0.727
Se1 -3.751 -1.396 2.813  0.602
H76 -5.207 -2.731 -0.542  0.094
H77 -3.872 -3.057 0.583  0.041
H78 -3.530 -2.785 -1.152  0.034
H79 -4.057 -0.365 -2.062  0.084
H80 -3.659 2.058 -0.777  0.108
H81 -4.125 2.621 1.832  0.097
H82 -2.414 2.163 1.921  0.080
H83 -3.606 1.329 2.946  0.034
C32 2.738 4.812 0.064  -0.320
Si8 2.959 2.945 -0.430  0.339
C33 3.569 3.236 -2.240  -0.316
C34 4.662 2.638 0.432  -0.315
H84 3.672 5.361 -0.108  0.008
H85 2.468 4.949 1.115  -0.013
H86 1.965 5.301 -0.539  -0.006
H87 4.366 3.989 -2.277  0.007
H88 2.754 3.579 -2.885  -0.011
H89 3.959 2.315 -2.686  -0.004
H90 5.373 3.443 0.205  0.006
H91 5.109 1.694 0.103  -0.004
H92 4.561 2.581 1.521  -0.019


# 2
The following is a DFT calculation (wB97M-V/def2-TZVPD) of a cluster of 10 separate species, C34H92O31P6 in total.

Results
Charge ... +1
Frontier orbital gap (spin up / spin down) ... 8.50 / 2.30 eV
Spin multiplicity ... 2

Each line ends with the Löwdin spin population.
Atoms and positions in Å:
C1 4.202 7.259 0.501  0.000
O1 3.025 6.517 0.625  0.000
P1 3.017 4.948 0.093  0.000
O2 4.280 4.123 0.222  0.000
O3 1.672 4.456 0.843  0.000
C2 1.711 4.399 2.290  0.000
O4 2.607 5.052 -1.473  0.000
C3 1.552 5.899 -1.870  0.000
H1 5.118 6.749 0.202  0.000
H2 4.415 7.801 1.422  0.000
H3 4.014 7.945 -0.324  0.000
H4 1.380 3.428 2.659  0.000
H5 0.918 5.028 2.693  0.000
H6 2.661 4.471 2.820  0.000
H7 1.079 6.476 -1.075  0.000
H8 0.818 5.220 -2.303  0.000
H9 1.932 6.603 -2.610  0.000
C4 0.226 -4.525 -2.182  0.000
O5 1.572 -4.120 -1.984  0.000
P2 2.631 -4.166 -3.176  0.000
O6 2.174 -3.626 -4.458  0.000
O7 3.031 -5.755 -3.304  0.000
C5 3.173 -6.486 -2.076  0.000
O8 3.933 -3.458 -2.560  0.000
C6 3.854 -2.080 -2.298  0.000
H10 0.048 -5.082 -3.101  0.000
H11 -0.437 -3.660 -2.149  0.000
H12 -0.163 -5.138 -1.369  0.000
H13 4.179 -6.904 -2.096  0.000
H14 2.461 -7.310 -2.031  0.000
H15 3.057 -5.958 -1.129  0.000
H16 2.921 -1.570 -2.537  0.000
H17 4.608 -1.660 -2.963  0.000
H18 4.141 -1.992 -1.250  0.000
C7 -4.926 -4.144 -5.196  0.000
O9 -4.125 -2.953 -5.402  0.000
P3 -2.522 -2.957 -4.986  0.000
O10 -2.238 -3.799 -3.843  0.000
O11 -2.004 -1.440 -4.830  0.000
C8 -0.592 -1.230 -4.681  0.000
O12 -1.805 -3.467 -6.325  0.000
C9 -1.840 -2.712 -7.549  0.000
H19 -5.339 -4.272 -6.197  0.000
H20 -5.697 -3.957 -4.449  0.000
H21 -4.377 -5.034 -4.887  0.000
H22 -0.142 -1.667 -5.573  0.000
H23 -0.329 -1.590 -3.687  0.000
H24 -0.493 -0.145 -4.705  0.000
H25 -2.292 -3.295 -8.352  0.000
H26 -0.799 -2.473 -7.762  0.000
H27 -2.312 -1.739 -7.412  0.000
C10 -2.620 2.581 -2.103  0.000
O13 -2.548 2.096 -3.420  0.000
P4 -1.647 2.862 -4.531  0.000
O14 -0.281 3.225 -4.027  0.000
O15 -1.796 1.909 -5.818  0.000
C11 -0.967 2.104 -6.941  0.000
O16 -2.580 4.140 -4.957  0.000
C12 -2.484 5.389 -4.260  0.000
H28 -2.020 3.482 -1.977  0.000
H29 -2.332 1.762 -1.445  0.000
H30 -3.642 2.838 -1.825  0.000
H31 -0.603 1.162 -7.350  0.000
H32 -0.145 2.805 -6.797  0.000
H33 -1.478 2.531 -7.804  0.000
H34 -3.159 5.371 -3.405  0.000
H35 -2.840 6.234 -4.851  0.000
H36 -1.499 5.524 -3.812  0.000
C13 -4.120 2.148 5.264  0.000
O17 -5.007 1.213 4.713  0.001
P5 -5.834 1.437 3.305  0.000
O18 -6.254 2.827 3.000  0.000
O19 -4.915 0.716 2.218  0.000
C14 -4.319 1.428 1.189  0.000
O20 -7.134 0.387 3.441  0.000
C15 -6.939 -0.964 3.692  0.000
H37 -3.218 1.660 5.633  0.000
H38 -4.592 2.604 6.135  0.000
H39 -3.924 3.054 4.690  0.000
H40 -4.429 2.493 1.392  0.000
H41 -4.673 1.281 0.168  0.000
H42 -3.230 1.433 1.212  0.000
H43 -7.285 -1.285 4.674  0.000
H44 -5.929 -1.348 3.552  0.000
H45 -7.592 -1.418 2.946  0.000
C16 -2.583 -3.617 0.655  0.000
O21 -2.845 -4.000 2.021  0.000
P6 -1.635 -3.802 3.049  0.000
O22 -0.377 -4.209 2.384  0.000
O23 -1.796 -2.198 3.480  0.000
C17 -3.047 -1.670 3.863  0.001
O24 -2.106 -4.619 4.386  0.000
C18 -1.997 -5.993 4.452  0.000
H46 -2.903 -2.603 0.416  0.000
H47 -3.032 -4.341 -0.026  0.000
H48 -1.553 -3.764 0.330  0.000
H49 -3.295 -2.075 4.844  0.000
H50 -3.859 -1.996 3.213  0.000
H51 -3.142 -0.584 3.863  0.001
H52 -1.090 -6.423 4.877  0.000
H53 -2.126 -6.420 3.457  0.000
H54 -2.706 -6.508 5.100  0.000
C19 -1.270 2.049 3.514  0.045
O25 -0.647 2.653 4.629  0.371
C20 0.385 1.991 5.331  0.104
C21 0.129 0.622 6.036  0.080
O26 -1.023 0.659 6.903  0.243
C22 -0.740 0.870 8.301  0.021
H55 -1.803 1.151 3.827  0.024
H56 -0.504 1.767 2.792  0.016
H57 -1.978 2.685 2.982  0.000
H58 0.738 2.768 6.009  0.002
H59 1.185 1.771 4.624  0.034
H60 0.991 0.244 6.586  0.004
H61 -0.104 -0.100 5.253  0.010
H62 0.135 0.326 8.658  0.002
H63 -1.636 0.617 8.867  0.004
H64 -0.689 1.945 8.476  0.013
C23 2.885 1.990 -3.880  0.000
O27 3.763 1.155 -3.068  0.000
C24 4.089 1.719 -1.772  0.000
C25 4.907 0.850 -0.802  0.000
O28 6.214 0.531 -1.308  0.000
C26 7.033 -0.485 -0.644  0.000
H65 3.122 1.733 -4.912  0.000
H66 3.006 3.064 -3.741  0.000
H67 1.850 1.762 -3.624  0.000
H68 3.137 2.014 -1.330  0.000
H69 4.560 2.691 -1.923  0.000
H70 4.334 -0.026 -0.499  0.000
H71 5.098 1.437 0.096  0.000
H72 7.179 -0.203 0.399  0.000
H73 8.044 -0.560 -1.046  0.000
H74 6.553 -1.461 -0.716  0.000
C27 3.143 0.413 2.513  0.001
O29 2.380 -0.071 3.609  0.012
C28 2.557 -1.403 4.068  0.001
C29 2.432 -2.448 2.926  0.001
O30 3.659 -2.734 2.180  0.001
C30 3.547 -3.763 1.268  0.000
H75 4.231 0.421 2.570  0.000
H76 2.828 1.433 2.292  0.000
H77 2.767 -0.165 1.668  0.000
H78 1.764 -1.537 4.803  0.000
H79 3.554 -1.268 4.487  0.000
H80 1.597 -2.258 2.251  0.000
H81 2.293 -3.407 3.423  0.000
H82 2.684 -3.687 0.606  0.000
H83 3.352 -4.690 1.807  0.000
H84 4.489 -3.907 0.738  0.000
C31 0.446 0.562 -1.446  0.000
C32 0.223 -0.631 -0.557  0.000
C33 -0.548 0.020 0.635  0.000
O31 -0.661 1.397 0.318  0.006
C34 0.448 1.734 -0.489  0.000
H85 -0.317 0.716 -2.209  0.000
H86 1.392 0.538 -1.988  0.000
H87 1.164 -1.074 -0.229  0.000
H88 -0.419 -1.345 -1.072  0.000
H89 0.068 -0.154 1.517  0.000
H90 -1.568 -0.302 0.846  0.000
H91 1.422 1.843 -0.012  0.000
H92 0.278 2.671 -1.019  0.000


# 3
The following is a DFT calculation (wB97M-V/def2-TZVPD) of a cluster of 13 separate species, C34H94O13 in total.

Results
Energy above the lowest of the compared OMol25 structures with the same formula, charge and spin ... 0.0 kcal per mole
Frontier orbital gap ... 9.84 eV

Each line ends with the Löwdin charge.
Atoms and positions in Å:
C1 4.402 -3.304 -0.850  -0.090
C2 5.751 -3.470 -0.200  -0.293
O1 5.520 -4.020 1.103  -0.092
H1 3.724 -2.670 -0.277  0.050
H2 3.937 -4.271 -1.037  0.089
H3 4.496 -2.815 -1.824  0.073
H4 6.355 -2.563 -0.101  0.111
H5 6.328 -4.169 -0.819  0.112
H6 6.334 -4.018 1.615  0.090
C3 0.633 -2.507 -4.153  -0.060
C4 1.318 -2.268 -2.814  -0.289
O2 0.760 -3.175 -1.855  -0.117
H7 0.741 -3.576 -4.352  0.082
H8 1.074 -1.896 -4.936  0.077
H9 -0.423 -2.273 -4.030  0.059
H10 1.054 -1.259 -2.470  0.089
H11 2.409 -2.310 -2.832  0.098
H12 0.960 -2.828 -0.970  0.051
O3 -1.991 -3.335 -1.643  -0.076
H13 -2.062 -3.715 -0.753  0.002
H14 -1.033 -3.147 -1.760  0.001
C5 -0.974 5.668 2.441  -0.058
C6 -0.368 5.178 3.755  -0.496
C7 -0.205 3.665 3.715  -0.065
O4 0.870 5.827 3.998  -0.043
H15 -1.144 6.747 2.462  0.082
H16 -1.896 5.152 2.175  0.068
H17 -0.247 5.543 1.629  0.070
H18 -1.060 5.436 4.559  0.137
H19 0.299 3.269 4.596  0.084
H20 0.374 3.389 2.829  0.063
H21 -1.213 3.252 3.628  0.071
H22 1.470 5.607 3.277  0.088
C8 -3.302 -0.395 -3.128  -0.084
C9 -4.704 -0.945 -2.807  -0.486
C10 -5.336 -1.442 -4.103  -0.057
O5 -4.604 -1.935 -1.804  -0.051
H23 -2.643 -1.179 -3.510  0.076
H24 -2.782 -0.075 -2.225  0.067
H25 -3.411 0.397 -3.868  0.059
H26 -5.306 -0.129 -2.400  0.121
H27 -5.258 -0.654 -4.856  0.076
H28 -6.331 -1.873 -4.011  0.076
H29 -4.732 -2.256 -4.528  0.083
H30 -3.970 -2.595 -2.127  0.059
C11 -2.342 0.342 4.461  -0.058
C12 -2.568 -1.083 3.957  -0.500
C13 -2.178 -2.116 4.990  -0.050
O6 -3.923 -1.299 3.598  -0.032
H31 -1.292 0.616 4.567  0.069
H32 -2.773 0.446 5.464  0.084
H33 -2.863 1.073 3.841  0.073
H34 -1.916 -1.169 3.076  0.108
H35 -1.222 -1.876 5.469  0.079
H36 -2.119 -3.115 4.567  0.043
H37 -2.843 -2.114 5.858  0.091
H38 -4.047 -1.095 2.666  0.095
C14 -2.667 -5.160 3.105  -0.063
C15 -1.900 -4.523 1.940  -0.471
C16 -0.618 -5.265 1.642  -0.036
O7 -2.771 -4.509 0.815  -0.049
H39 -3.527 -4.553 3.394  0.080
H40 -2.114 -5.425 4.007  0.081
H41 -3.122 -6.102 2.769  0.083
H42 -1.683 -3.487 2.208  0.120
H43 -0.148 -4.874 0.738  0.081
H44 -0.786 -6.342 1.582  0.090
H45 0.122 -5.130 2.437  0.057
H46 -3.233 -5.349 0.742  0.103
C17 1.090 0.406 1.884  -0.023
C18 0.406 -0.595 0.946  -0.458
C19 -0.306 0.006 -0.236  -0.029
O8 1.351 -1.553 0.439  -0.076
H47 1.831 0.946 1.285  0.060
H48 1.640 -0.145 2.645  0.076
H49 0.359 1.127 2.243  0.065
H50 -0.281 -1.133 1.620  0.104
H51 0.390 0.520 -0.900  0.056
H52 -0.915 0.848 0.115  0.085
H53 -0.885 -0.758 -0.752  0.079
H54 1.844 -1.903 1.197  0.050
C20 3.470 -4.076 4.419  -0.036
C21 2.612 -3.479 3.291  -0.492
C22 1.309 -2.944 3.869  -0.062
O9 3.297 -2.460 2.607  -0.051
H55 3.479 -3.354 5.237  0.081
H56 4.489 -4.241 4.069  0.072
H57 3.056 -5.021 4.768  0.084
H58 2.278 -4.310 2.650  0.128
H59 0.698 -2.327 3.208  0.057
H60 1.524 -2.293 4.727  0.088
H61 0.682 -3.741 4.269  0.080
H62 4.145 -2.795 2.284  0.068
C23 -4.576 2.649 -2.056  -0.049
C24 -3.756 3.896 -1.747  -0.465
C25 -2.762 3.692 -0.619  -0.056
O10 -2.978 4.272 -2.909  -0.068
H63 -4.975 2.138 -1.175  0.087
H64 -3.960 1.928 -2.587  0.043
H65 -5.474 2.914 -2.621  0.083
H66 -4.394 4.752 -1.510  0.134
H67 -2.026 2.931 -0.891  0.065
H68 -3.247 3.470 0.330  0.082
H69 -2.185 4.613 -0.500  0.072
H70 -3.610 4.684 -3.508  0.087
C26 1.563 4.718 -3.257  -0.057
C27 0.871 4.750 -1.892  -0.470
C28 1.492 3.698 -0.994  -0.045
O11 1.066 6.007 -1.233  -0.053
H71 0.975 5.205 -4.043  0.077
H72 1.799 3.700 -3.562  0.068
H73 2.484 5.307 -3.250  0.086
H74 -0.201 4.588 -2.012  0.115
H75 1.312 2.718 -1.443  0.054
H76 0.979 3.675 -0.028  0.074
H77 2.561 3.801 -0.849  0.064
H78 0.604 6.691 -1.728  0.088
C29 -1.556 1.961 -5.629  -0.046
C30 -0.326 2.078 -4.734  -0.471
C31 -0.488 1.287 -3.459  -0.059
O12 0.788 1.505 -5.432  -0.050
H79 -2.448 2.404 -5.182  0.068
H80 -1.795 0.904 -5.768  0.081
H81 -1.339 2.387 -6.609  0.077
H82 -0.118 3.106 -4.435  0.105
H83 -0.552 0.205 -3.605  0.069
H84 -1.361 1.591 -2.886  0.066
H85 0.407 1.342 -2.834  0.053
H86 1.088 2.127 -6.102  0.087
C32 4.513 2.456 0.917  -0.050
C33 5.200 1.183 0.452  -0.465
C34 4.231 0.247 -0.281  -0.042
O13 6.236 1.591 -0.447  -0.057
H87 3.653 2.230 1.544  0.070
H88 4.215 3.037 0.046  0.060
H89 5.239 3.101 1.415  0.084
H90 5.696 0.707 1.303  0.131
H91 3.633 -0.341 0.409  0.056
H92 4.738 -0.393 -1.009  0.068
H93 3.585 0.838 -0.939  0.087
H94 6.357 0.975 -1.171  0.073


For the records above, the corresponding max |F| values read 0.01100; 0.08992; 0.03077 hartree/bohr.